ORCA calculation (wB97M-V/def2-TZVPD) on a molecular structure, C18H17BrCoI2N3O2SSe3Te.

Summary:
- Frontier orbital gap (alpha / beta): 6.728 / 5.499 eV
- E: -365549.294 eV
- Net charge: -1
- HOMO (alpha / beta): -5.056 / -5.400 eV
- Largest force on an atom: 1.29 eV/Å
- 2S+1: 4
- Lowest unoccupied orbital energy (alpha / beta): 1.672 / 0.098 eV

Each line ends with the Löwdin charge.
Geometry (Å):
I (4.3924, -4.2745, 0.5658)  -0.2611
I (2.0300, -2.7443, -0.8696)  0.2304
Te (2.0317, 1.8545, -5.6502)  0.2557
Br (0.1620, 0.7283, 2.4545)  0.8937
Se (-0.1534, 1.5281, -1.7062)  0.1874
Se (2.2710, -0.1072, -4.2446)  -0.1618
Se (1.9651, 0.7507, -2.0309)  -0.0115
Co (0.4136, -0.7460, -1.0640)  -0.3583
S (-2.5652, -1.8403, 0.3621)  0.5659
O (-3.7905, -2.1507, -0.3522)  -0.3140
O (-2.2557, -2.6677, 1.5026)  -0.3128
N (-1.3485, -1.6949, -0.6467)  -0.1908
N (-0.5928, -1.8629, -2.7755)  0.0375
N (2.4650, 0.2579, 1.1009)  0.0059
C (2.7004, 1.9632, 2.7539)  -0.1030
C (6.0571, 1.3944, 1.0457)  -0.0460
C (-2.8999, 0.0343, 2.3212)  -0.1299
C (-2.9652, 0.8233, 0.0433)  -0.1092
C (-1.9894, -4.1894, -3.3212)  -0.0717
C (-2.7892, -0.2036, 0.9601)  -0.3239
C (-1.1936, -3.6041, -4.3057)  -0.0840
C (-3.1627, 1.3281, 2.7615)  -0.0840
C (-0.5046, -2.4628, -3.9690)  -0.1621
C (-3.3137, 2.3771, 1.8625)  -0.2801
C (3.7607, 0.3900, 0.8167)  -0.1455
C (1.9717, 1.0133, 2.0527)  -0.7508
C (-2.0905, -3.6090, -2.0818)  -0.0160
C (4.6038, 1.2974, 1.4413)  -0.2501
C (4.0381, 2.1002, 2.4247)  -0.0334
C (-3.5986, 3.7780, 2.3440)  -0.0542
C (-3.2137, 2.1047, 0.4991)  -0.0482
C (-1.3923, -2.4080, -1.8495)  -0.4219
H (6.1614, 1.7214, 0.0094)  0.0807
H (4.6491, 2.8320, 2.9437)  0.1118
H (0.1571, -1.9914, -4.6840)  0.0516
H (-2.9043, 0.6044, -1.0146)  0.0958
H (-3.3219, 2.9128, -0.2168)  0.1146
H (-3.2365, 1.5250, 3.8260)  0.1106
H (-3.0761, 4.5170, 1.7348)  0.0757
H (-2.5151, -5.1149, -3.5246)  0.1036
H (2.2351, 2.5610, 3.5241)  0.0961
H (-2.6699, -4.0697, -1.2962)  0.1055
H (-4.6667, 4.0031, 2.2875)  0.0790
H (-1.0926, -4.0346, -5.2921)  0.0930
H (6.5904, 2.1059, 1.6770)  0.0707
H (-3.2875, 3.9118, 3.3806)  0.0716
H (6.5517, 0.4254, 1.1323)  0.0835
H (4.1363, -0.2846, 0.0512)  0.0940
H (-2.7537, -0.7828, 3.0162)  0.1103